w) Formula: C15H25N5O3
Source: the OMol25 dataset
Level of theory: wB97M-V/def2-TZVPD

The geometry in XYZ format:
```
48
Properties=species:S:1:pos:R:3:nbo_charge:R:1
O -2.447 3.333 -0.341 -0.67
O 2.556 -0.470 2.041 -0.52
O -4.253 0.717 -2.935 -0.64
N 0.788 -3.345 -0.287 -0.44
N -4.448 3.348 -3.669 -0.65
N -3.454 2.824 -2.813 -0.47
N -2.296 1.533 0.986 -0.44
N -2.036 2.293 2.145 -0.65
C 1.866 -3.313 -1.253 -0.42
C -2.412 2.117 -0.222 0.67
C 3.376 0.460 2.720 -0.06
C -0.039 0.707 -0.991 -0.06
C -1.054 1.101 -2.026 -0.40
C 0.078 -0.619 -0.590 -0.17
C 1.053 -2.446 0.824 -0.25
C 1.621 1.300 0.653 -0.31
C 0.538 -4.696 0.167 -0.40
C 0.953 -1.002 0.410 -0.10
C 1.731 -0.027 1.051 0.38
C 4.183 -0.310 3.754 -0.62
C -3.496 1.532 -2.439 0.66
C 0.744 1.658 -0.357 -0.20
C -2.461 1.146 -1.384 -0.39
H 1.398 -5.136 0.698 0.16
H 4.796 -1.061 3.264 0.21
H 0.309 -5.321 -0.695 0.20
H 4.826 0.372 4.304 0.21
H -3.035 3.498 -2.173 0.43
H 2.212 2.068 1.124 0.22
H 2.045 -2.624 1.274 0.19
H -1.071 0.378 -2.843 0.23
H -2.720 0.144 -1.030 0.24
H -4.050 3.473 -4.600 0.35
H -2.910 2.451 2.648 0.35
H 2.755 1.220 3.214 0.17
H -5.178 2.637 -3.744 0.37
H -1.702 3.205 1.830 0.37
H 0.670 2.696 -0.647 0.22
H 1.592 -3.920 -2.115 0.20
H 2.813 -3.697 -0.840 0.16
H 3.514 -0.809 4.450 0.21
H 2.023 -2.287 -1.582 0.21
H 4.049 0.961 2.010 0.17
H -0.510 -1.388 -1.069 0.22
H -2.082 0.550 1.075 0.40
H -0.818 2.086 -2.432 0.22
H 0.304 -2.636 1.600 0.21
H -0.322 -4.699 0.836 0.20
```

Properties
Total charge   0
2S+1   1
HOMO-LUMO gap   9.19 eV

***

x) Formula: C15H25N5O3
Source: the OMol25 dataset
Level of theory: wB97M-V/def2-TZVPD

The geometry in XYZ format:
```
48
Properties=species:S:1:pos:R:3:nbo_charge:R:1
O 2.110 0.721 -0.390 -0.64
O -1.605 0.720 1.823 -0.65
O 6.018 -2.245 -1.807 -0.63
N 1.851 -1.395 0.097 -0.61
N -0.710 3.676 -2.575 -0.45
N 3.790 -2.061 -2.089 -0.61
N -3.802 0.855 2.306 -0.64
N -3.026 1.584 0.237 -0.61
C -2.022 3.468 -2.740 0.04
C 3.635 -0.686 -1.606 -0.15
C 4.950 -2.709 -2.179 0.67
C -2.723 1.069 1.478 0.79
C -2.788 2.759 -1.816 -0.30
C 4.897 -4.100 -2.767 -0.71
C -2.196 2.242 -0.670 0.19
C -0.830 2.464 -0.512 -0.29
C 2.142 -2.824 0.211 -0.41
C -4.944 -0.516 3.936 -0.61
C -3.618 1.498 4.650 -0.61
C 2.483 -0.429 -0.588 0.67
C 3.523 0.215 -2.848 -0.60
C -3.707 0.336 3.663 -0.05
C -0.119 3.174 -1.478 0.06
H 2.965 -2.524 -2.429 0.39
H -3.846 2.631 -2.009 0.20
H 3.516 1.264 -2.549 0.24
H -2.817 -0.297 3.773 0.23
H 1.830 -3.345 -0.694 0.18
H -0.277 2.099 0.346 0.26
H -4.502 2.139 4.578 0.20
H 1.592 -3.239 1.058 0.21
H -5.856 0.083 3.845 0.20
H 0.946 3.329 -1.335 0.21
H 4.572 -4.041 -3.804 0.23
H -4.679 1.280 2.027 0.38
H -2.730 2.104 4.441 0.22
H -4.902 -0.932 4.947 0.22
H 3.209 -2.981 0.383 0.21
H 5.894 -4.537 -2.723 0.25
H -3.542 1.122 5.674 0.21
H 1.104 -1.036 0.677 0.42
H 2.602 -0.007 -3.388 0.20
H 4.378 0.049 -3.504 0.22
H -4.998 -1.345 3.224 0.22
H -4.014 1.615 0.026 0.39
H 4.205 -4.711 -2.191 0.22
H -2.506 3.869 -3.626 0.19
H 4.549 -0.402 -1.082 0.26
```

Properties
Total charge   0
2S+1   1
HOMO-LUMO gap   9.39 eV

***

Which one sits at the top of the stability order? x) does.

***

w) Formula: C5H11BrN
Source: the OMol25 dataset
Level of theory: wB97M-V/def2-TZVPD

The geometry in XYZ format:
```
18
Properties=species:S:1:pos:R:3:nbo_charge:R:1
Br -2.824 0.192 0.134 0.19
N 0.098 0.267 0.042 -0.28
C -1.037 -1.885 -0.262 -0.37
C -0.252 1.691 -0.097 -0.43
C 0.650 -0.048 1.311 -0.43
C 1.108 -0.125 -1.049 -0.42
C -1.126 -0.586 -0.057 0.03
H -0.828 1.887 -1.084 0.26
H 0.581 -1.063 1.637 0.25
H -0.192 -2.431 -0.248 0.22
H 2.095 -0.382 -0.742 0.25
H 0.172 0.622 2.134 0.25
H 1.692 0.160 1.428 0.24
H 0.882 -0.928 -1.650 0.24
H 1.364 0.665 -1.693 0.25
H 0.523 2.428 0.028 0.26
H -1.981 -2.461 -0.447 0.27
H -0.924 1.997 0.618 0.24
```

Properties
Total charge   +1
2S+1   1
HOMO-LUMO gap   10.79 eV

***

x) Formula: C5H11BrN
Source: the OMol25 dataset
Level of theory: wB97M-V/def2-TZVPD

The geometry in XYZ format:
```
18
Properties=species:S:1:pos:R:3:nbo_charge:R:1
Br 2.670 0.354 0.139 -0.10
N -0.430 0.481 0.836 0.10
C -1.258 1.597 -1.190 -0.66
C 0.475 -1.569 0.908 -0.47
C -0.777 1.654 0.296 -0.36
C -0.403 -0.658 0.073 -0.39
C 1.766 -1.703 0.100 -0.23
H 2.459 -2.322 0.613 0.23
H -1.380 -1.063 0.051 0.36
H -1.513 2.215 0.912 0.35
H -0.411 -0.558 -1.075 0.30
H -0.324 1.740 -1.796 0.26
H -1.836 0.660 -1.406 0.23
H 0.009 -2.555 1.343 0.27
H 0.918 -1.063 1.780 0.27
H -1.682 2.524 -1.359 0.25
H 0.064 2.342 0.624 0.38
H 1.654 -2.078 -0.851 0.20
```

Properties
Total charge   +1
2S+1   1
HOMO-LUMO gap   6.73 eV

***

Which one sits at the top of the stability order? w) does.

***

w) Formula: C6H12S
Source: the OMol25 dataset
Level of theory: wB97M-V/def2-TZVPD

The geometry in XYZ format:
```
19
Properties=species:S:1:pos:R:3:nbo_charge:R:1
S -1.516 0.476 0.642 0.06
C 1.483 -0.621 1.134 -0.65
C 1.159 1.652 -0.247 -0.62
C -0.718 -0.064 -0.956 -0.24
C 1.484 -1.050 -0.292 -0.47
C -1.478 -1.102 -0.285 -0.47
C 0.692 0.105 -0.850 -0.23
H 2.328 1.914 -0.294 0.22
H -1.270 0.372 -1.743 0.23
H 2.573 -1.392 -0.525 0.22
H 2.455 0.235 1.045 0.22
H 0.878 0.097 -1.871 0.22
H 0.675 1.670 0.760 0.22
H -1.037 -2.019 0.081 0.23
H 1.102 -1.894 -0.691 0.21
H -2.255 -1.288 -0.912 0.21
H 0.761 2.382 -0.990 0.21
H 0.559 0.285 1.793 0.24
H 1.753 -1.496 2.058 0.21
```

Properties
Total charge   0
2S+1   1
HOMO-LUMO gap   9.06 eV

***

x) Formula: C6H12S
Source: the OMol25 dataset
Level of theory: wB97M-V/def2-TZVPD

The geometry in XYZ format:
```
19
Properties=species:S:1:pos:R:3:nbo_charge:R:1
S -2.771 -0.798 -0.332 0.11
C -2.803 0.821 0.585 -0.52
C 1.932 0.497 -0.866 -0.69
C 0.544 -1.621 -0.381 -0.70
C 0.964 -0.245 0.075 0.17
C 0.665 0.180 1.506 -0.70
C -1.844 0.732 -0.528 -0.31
H -3.804 1.209 0.361 0.21
H 1.192 -1.917 -1.272 0.21
H 0.612 -2.347 0.434 0.22
H 1.448 -0.059 2.237 0.22
H -0.562 -1.639 -0.686 0.24
H -2.413 1.093 1.540 0.22
H 2.636 1.022 -0.152 0.21
H -2.093 1.065 -1.550 0.20
H 0.494 1.312 1.743 0.21
H -0.348 -0.105 1.674 0.23
H 1.511 1.362 -1.535 0.23
H 2.445 -0.311 -1.471 0.21
```

Properties
Total charge   0
2S+1   1
HOMO-LUMO gap (spin up / spin down)   9.08 / 6.42 eV

***

y) Formula: C6H12S
Source: the OMol25 dataset
Level of theory: wB97M-V/def2-TZVPD

The geometry in XYZ format:
```
19
Properties=species:S:1:pos:R:3:nbo_charge:R:1
S -0.295 0.605 -2.351 -0.05
C -1.921 -0.279 1.323 -0.65
C 1.414 -1.385 -0.329 -0.65
C 0.018 0.825 -0.587 -0.36
C -0.684 -1.017 0.884 -0.20
C 1.217 1.768 -0.341 -0.61
C 0.186 -0.547 -0.002 0.02
H 1.510 -1.359 -1.430 0.23
H -0.511 -1.912 1.420 0.20
H -2.649 -0.949 1.796 0.22
H 2.135 1.293 -0.743 0.21
H 1.046 2.763 -0.754 0.22
H -2.386 0.157 0.482 0.21
H -1.381 -0.216 -2.270 0.13
H 2.316 -0.917 0.108 0.21
H -1.747 0.517 2.076 0.21
H 1.298 -2.404 0.077 0.22
H -0.869 1.244 -0.122 0.22
H 1.303 1.815 0.760 0.22
```

Properties
Total charge   0
2S+1   1
HOMO-LUMO gap   9.60 eV

***

Which one sits at the top of the stability order? y) does.